[1]
{"formula": "C23H26N4OS2", "method": "ωB97M-V with the def2-TZVPD basis set", "gap_ha": 0.334, "e_homo_ha": -0.31571, "spin_multiplicity": 1, "smiles": "C=CCn1c(CSCc2ccc(C)cc2)nnc1SCC(=O)NCc1ccccc1", "e_tot_ev": -53951.8701, "symbols": ["S", "S", "O", "N", "N", "N", "N", "C", "C", "C", "C", "C", "C", "C", "C", "C", "C", "C", "C", "C", "C", "C", "C", "C", "C", "C", "C", "C", "C", "C", "H", "H", "H", "H", "H", "H", "H", "H", "H", "H", "H", "H", "H", "H", "H", "H", "H", "H", "H", "H", "H", "H", "H", "H", "H", "H"], "positions_angstrom": [[0.0125, -4.5715, 1.9354], [-0.7658, -0.3514, -2.0938], [-1.1590, 3.2131, -2.4561], [-1.0646, 2.4371, -0.3298], [-0.3488, -0.8375, 1.6847], [-1.0462, -2.0582, 0.0047], [-0.2685, -0.0869, 0.5744], [0.1276, 1.2347, -2.0297], [-1.0676, 4.3637, 2.4947], [-0.2497, 5.1829, 3.2542], [2.7150, -1.0901, -0.5065], [-0.9998, 4.3949, 1.1095], [1.9550, -3.0577, 0.6484], [2.0204, -3.0001, -1.7567], [2.5099, -1.6979, -1.7369], [0.6486, 6.0337, 2.6342], [-3.6671, -2.6581, -2.0960], [-0.6844, -0.8192, -0.4293], [-0.7717, 2.4060, -1.6360], [-1.8606, 3.4915, 0.2647], [-0.8146, -2.0085, 1.3532], [1.6666, -3.7934, 1.9194], [-1.0392, -3.1135, 2.2999], [2.8084, -0.9889, -3.0223], [-0.0926, 5.2485, 0.4931], [1.7532, -3.6735, -0.5821], [2.4370, -1.7571, 0.6740], [0.7275, 6.0636, 1.2514], [-3.0830, -2.9455, -0.9492], [-1.5995, -3.1234, -0.7951], [2.3537, -4.6322, 2.0472], [1.9214, -0.9578, -3.6538], [-1.7654, 3.6976, 2.9820], [-4.7323, -2.5266, -2.1733], [-2.3058, 4.0537, -0.5615], [1.2861, 6.6733, 3.2270], [-3.1004, -2.5475, -3.0054], [-2.0618, -3.4886, 2.2526], [-0.8158, -2.7669, 3.3083], [-3.6590, -3.0414, -0.0382], [2.5884, -1.2574, 1.6196], [-2.6539, 3.0417, 0.8694], [0.9502, 1.1051, -1.3289], [3.0965, -0.0796, -0.4628], [-0.0376, 5.2689, -0.5856], [-1.3716, -4.0710, -0.2979], [-0.6819, 1.7141, 0.2802], [3.1471, 0.0279, -2.8403], [-0.3130, 5.1554, 4.3323], [1.8524, -3.4893, -2.7055], [1.3756, -4.6862, -0.6096], [-1.1094, -3.0955, -1.7722], [1.7286, -3.1388, 2.7886], [3.5864, -1.5193, -3.5704], [0.4950, 1.3965, -3.0423], [1.4273, 6.7268, 0.7642]], "forces_ev_per_angstrom": [[0.0, 0.0, 0.3], [-0.1, 0.2, -0.4], [-0.1, 0.3, -0.4], [-0.1, 0.1, 0.4], [-0.1, -0.6, 1.0], [0.4, 0.6, 0.4], [0.0, 0.2, -0.7], [-0.2, -0.2, 0.0], [0.0, 0.0, -0.1], [0.1, 0.1, 0.1], [0.1, 0.0, -0.2], [-0.1, 0.0, 0.1], [0.2, 0.2, 0.0], [0.0, -0.1, 0.1], [0.0, 0.1, 0.1], [0.0, 0.0, 0.1], [-0.1, 0.0, 0.0], [0.1, 0.0, 0.1], [0.3, -0.4, 0.1], [0.0, 0.1, -0.2], [-0.1, 0.3, 0.0], [-0.5, -0.2, 0.1], [0.4, -0.6, 0.0], [0.0, 0.0, 0.0], [0.0, 0.0, 0.0], [0.1, 0.0, 0.0], [0.0, -0.3, 0.0], [0.0, 0.0, -0.1], [0.2, -0.1, 0.1], [-0.4, -0.3, -0.3], [0.0, 0.1, 0.1], [0.0, 0.0, -0.1], [-0.1, -0.1, 0.0], [-0.2, 0.0, 0.0], [0.0, -0.1, 0.2], [0.0, 0.0, 0.0], [0.2, 0.0, -0.2], [0.0, 0.0, 0.1], [-0.1, 0.1, -0.1], [-0.1, 0.0, 0.1], [0.0, 0.0, 0.1], [0.0, 0.1, -0.1], [0.1, 0.0, 0.0], [0.0, 0.1, 0.0], [0.0, 0.0, -0.1], [0.1, 0.2, -0.2], [0.0, 0.0, -0.2], [0.0, 0.1, 0.0], [0.0, 0.0, 0.1], [0.0, -0.1, -0.1], [-0.1, -0.1, 0.0], [0.0, -0.1, 0.1], [0.2, 0.0, 0.0], [0.1, 0.0, -0.1], [0.0, 0.0, 0.1], [0.1, 0.1, 0.0]]}

[2]
{"formula": "C23H26N8O4S", "method": "ωB97M-V with the def2-TZVPD basis set", "gap_ha": 0.308, "e_homo_ha": -0.30108, "spin_multiplicity": 1, "smiles": "COCCN(C(=O)CSc1nc2nc(C)cc(C)n2n1)c1c(N)n(Cc2ccccc2)c(=O)[nH]c1=O", "e_tot_ev": -55221.5169, "symbols": ["S", "O", "O", "O", "O", "N", "N", "N", "N", "N", "N", "N", "N", "C", "C", "C", "C", "C", "C", "C", "C", "C", "C", "C", "C", "C", "C", "C", "C", "C", "C", "C", "C", "C", "C", "C", "H", "H", "H", "H", "H", "H", "H", "H", "H", "H", "H", "H", "H", "H", "H", "H", "H", "H", "H", "H", "H", "H", "H", "H", "H", "H"], "positions_angstrom": [[1.5939, -0.3838, -2.5674], [-2.6723, 1.4142, -1.8669], [-4.2619, -1.3042, -1.2489], [-1.5468, 0.6682, 2.4511], [-1.1084, -1.0084, -4.8754], [-0.3091, -2.5261, -0.6461], [0.4158, 2.7074, 1.2001], [-0.9738, -0.9235, 0.9355], [0.6301, 1.3497, -0.7431], [2.3565, 1.4602, 0.6222], [-1.5968, -1.1254, -2.6759], [2.7267, 0.6187, -0.3468], [-2.0745, 1.0135, 0.2801], [3.5038, -1.6302, 3.2183], [-1.5194, -0.5960, -1.3599], [-4.0518, -1.3563, -2.6460], [-0.9206, -1.3316, -0.3735], [-0.6091, -1.8344, 2.0171], [4.4911, 1.4999, 1.7710], [2.6261, -0.6051, 3.5320], [0.8471, -1.7664, 2.4039], [-2.1406, 0.6712, -1.0678], [1.3088, -0.6660, 3.1173], [-1.5327, 0.2949, 1.2974], [0.1633, 0.3861, -3.4144], [0.2770, 3.9344, 3.2414], [2.3941, 2.7421, 2.5341], [1.0537, 3.0991, 2.2834], [-5.3437, -0.4830, -0.8893], [1.0520, 1.9005, 0.3800], [1.6620, 0.5885, -1.1385], [-2.7095, -2.0325, -2.9155], [1.7295, -2.7961, 2.1043], [3.0544, -2.7239, 2.5004], [3.0668, 1.9109, 1.6697], [-0.9157, -0.6297, -3.7386], [-2.6484, -2.3399, -3.9607], [-4.0425, -0.3418, -3.0664], [5.0654, 1.9985, 0.9898], [4.9050, 1.7611, 2.7400], [0.5370, 0.7973, -4.3518], [3.7312, -3.5298, 2.2590], [-0.2254, 4.7376, 2.7084], [-5.4054, -0.5079, 0.1972], [-4.8609, -1.9291, -3.1245], [-1.2111, -1.5253, 2.8774], [0.6181, 0.1285, 3.3581], [0.9123, 4.3441, 4.0208], [-2.6147, -2.8990, -2.2553], [4.5746, 0.4287, 1.5991], [1.3805, -3.6819, 1.5893], [4.5324, -1.5831, 3.5443], [2.9018, 3.1302, 3.4020], [2.9660, 0.2385, 4.1139], [-0.2037, 1.1714, -2.7565], [-0.8942, -2.8471, 1.7233], [-5.1820, 0.5474, -1.2262], [-0.1385, -2.6701, -1.6318], [-0.4959, 3.3113, 3.6904], [-2.4139, 1.9361, 0.5266], [0.4743, -2.7710, -0.0606], [-6.2830, -0.8538, -1.3180]], "forces_ev_per_angstrom": [[0.1, -0.2, -0.5], [-0.1, 0.2, -0.2], [0.1, -0.1, 0.0], [0.0, 0.1, 0.4], [0.0, 0.1, -0.3], [-0.2, -0.1, 0.2], [-0.5, 0.5, 0.4], [0.1, -0.1, 0.0], [-0.1, 0.3, -0.1], [-1.2, 0.5, 0.1], [-0.3, -0.3, 0.7], [0.9, -0.7, -0.6], [-0.4, 0.3, 0.0], [0.1, -0.1, 0.0], [0.4, 0.0, -0.1], [0.0, -0.2, -0.2], [-0.3, 0.2, -0.8], [-0.1, 0.0, 0.4], [0.0, -0.1, -0.1], [0.0, 0.0, 0.0], [0.0, -0.1, 0.0], [0.2, -0.5, 0.3], [0.0, 0.0, 0.0], [-0.1, -0.1, -0.2], [0.3, 0.0, -0.1], [0.0, 0.0, 0.1], [0.1, -0.1, -0.1], [0.1, -0.1, -0.2], [-0.1, 0.1, 0.0], [0.8, -0.4, -0.2], [-0.1, 0.5, 0.6], [-0.5, 0.1, -0.2], [-0.1, 0.0, 0.1], [0.1, -0.1, 0.0], [0.2, 0.2, 0.3], [0.5, 0.2, 0.0], [0.0, -0.1, 0.2], [0.0, -0.1, 0.0], [0.0, 0.0, 0.0], [0.0, 0.0, 0.1], [-0.2, 0.0, 0.1], [0.1, -0.1, 0.0], [0.0, 0.1, 0.0], [-0.1, 0.0, 0.0], [0.1, 0.0, 0.0], [0.1, -0.2, -0.2], [-0.1, 0.1, 0.0], [0.0, 0.1, 0.1], [0.0, 0.0, -0.1], [0.1, 0.0, 0.0], [-0.1, -0.1, -0.1], [0.1, 0.0, 0.0], [0.1, 0.0, 0.1], [0.0, 0.1, 0.0], [0.0, 0.0, -0.1], [0.0, 0.1, 0.0], [0.0, 0.0, 0.0], [0.0, 0.1, 0.1], [-0.1, 0.0, 0.1], [0.1, -0.1, 0.0], [0.0, 0.1, -0.1], [0.0, 0.0, 0.0]]}

[3]
{"formula": "C23H26NO6PS3V", "method": "ωB97M-V with the def2-TZVPD basis set", "total_charge": -2, "gap_ha": [0.144, 0.243], "e_homo_ha": [0.01390, -0.08597], "spin_multiplicity": 4, "relative_energy_kcal_mol": 3.3, "e_tot_ev": -105538.1510, "s2": 3.78, "symbols": ["V", "S", "S", "S", "P", "O", "O", "O", "O", "O", "O", "N", "C", "C", "C", "C", "C", "C", "C", "C", "C", "C", "C", "C", "C", "C", "C", "C", "C", "C", "C", "C", "C", "C", "C", "H", "H", "H", "H", "H", "H", "H", "H", "H", "H", "H", "H", "H", "H", "H", "H", "H", "H", "H", "H", "H", "H", "H", "H", "H", "H"], "positions_angstrom": [[-0.1921, 0.0307, -2.1953], [-0.5643, -3.7728, 0.2900], [0.2379, 2.4228, -0.8124], [2.3132, -0.0056, -1.8579], [1.8744, 1.3817, -0.5159], [1.7248, 0.7252, 0.9386], [-1.0505, 2.3703, -5.3523], [-3.4384, 1.4827, -4.0243], [-2.0641, 0.4103, -2.6121], [0.0543, 1.1972, -3.7927], [3.1923, 2.2944, -0.2776], [-0.6088, -1.2938, -0.6296], [2.2603, -0.6858, 2.7732], [-1.7388, -1.3722, 3.3711], [2.4699, -0.4463, 1.2980], [-0.0147, -4.2385, -2.8674], [-1.0190, -2.4696, 1.3661], [-0.9882, -1.2467, 0.6876], [-0.0344, -1.7812, -3.2288], [-3.5110, 0.9942, 4.0563], [0.1975, -2.0491, -4.5723], [3.2827, 3.5091, -2.4377], [-1.0212, 1.6537, -4.3701], [-1.1067, 1.3467, 4.6310], [-0.1512, -2.9248, -2.3765], [-2.0983, 1.1387, 3.4792], [0.3198, -3.3495, -5.0797], [-2.0672, 2.3839, 2.5920], [-1.3870, -2.5369, 2.6998], [4.0059, 2.6889, -1.3906], [-0.4215, -2.6215, -1.0211], [0.2182, -4.4397, -4.2182], [-2.3276, 1.1694, -3.6500], [-1.7227, -0.1336, 2.7094], [-1.3495, -0.0846, 1.3750], [-3.7968, 1.9074, 4.5871], [4.8217, 3.2635, -0.9447], [-3.5770, 0.1600, 4.7577], [2.6426, 0.1453, 3.3688], [2.7764, -1.5980, 3.0834], [-1.4088, -3.4907, 3.2148], [-1.0877, 2.5487, 2.1421], [3.5255, -0.3008, 1.0504], [4.0212, 3.8610, -3.1647], [2.0975, -1.2833, 0.7022], [1.1993, -0.8089, 2.9863], [0.4984, -3.5098, -6.1378], [4.4328, 1.7898, -1.8446], [0.3175, -5.4506, -4.6025], [-0.1000, -5.0931, -2.2027], [-2.3193, 3.2611, 3.1951], [-4.2372, 0.8170, 3.2613], [-2.0267, -1.4280, 4.4142], [0.3000, -1.2117, -5.2579], [-2.7906, 2.3115, 1.7787], [2.5264, 2.9331, -2.9711], [-0.1011, 1.5172, 4.2438], [-1.0714, 0.4746, 5.2862], [-1.3972, 2.2157, 5.2297], [-1.3051, 0.8486, 0.8341], [2.7856, 4.3727, -1.9946]], "forces_ev_per_angstrom": [[-0.5, -0.1, -0.3], [0.0, -0.1, 0.1], [0.1, -0.1, 0.0], [0.0, 0.0, -0.1], [0.0, -0.1, 0.2], [0.2, 0.0, 0.3], [-0.1, 0.1, -0.1], [0.0, 0.1, -0.1], [-0.1, 0.6, -0.4], [-0.5, 0.1, -0.5], [0.0, 0.2, 0.0], [0.2, -1.0, -0.1], [0.0, -0.1, 0.1], [0.1, 0.1, -0.1], [-0.1, 0.0, -0.1], [0.0, 0.0, -0.2], [-0.1, -0.2, 0.2], [0.1, 0.3, -0.3], [0.1, -0.3, 0.0], [-0.1, 0.0, 0.0], [0.1, 0.1, -0.1], [0.0, 0.1, -0.1], [0.6, -0.3, 0.3], [0.0, 0.0, 0.0], [0.0, 0.1, 0.1], [0.1, -0.1, -0.1], [0.0, 0.1, 0.1], [0.0, 0.0, 0.0], [0.0, 0.0, 0.0], [0.1, -0.1, 0.0], [0.0, 0.9, 0.0], [0.0, 0.0, 0.1], [0.2, -0.5, 0.6], [0.0, 0.1, 0.0], [0.0, 0.1, 0.2], [0.0, 0.0, 0.0], [0.0, 0.0, 0.0], [0.0, 0.0, 0.0], [0.0, 0.0, 0.0], [0.0, 0.0, 0.0], [0.0, 0.0, 0.0], [0.0, 0.0, 0.0], [0.0, 0.0, 0.0], [0.0, 0.0, 0.0], [0.0, 0.0, 0.0], [-0.1, 0.0, 0.0], [0.0, 0.0, 0.0], [0.0, 0.0, 0.0], [0.0, 0.0, 0.0], [0.0, 0.0, 0.0], [0.0, 0.0, 0.0], [0.0, 0.0, 0.0], [0.0, 0.0, 0.0], [0.0, 0.0, 0.0], [0.0, 0.0, 0.0], [0.0, -0.1, 0.0], [0.0, 0.0, 0.0], [0.0, 0.0, 0.0], [0.0, 0.0, 0.0], [0.0, 0.0, 0.0], [0.0, 0.0, 0.0]]}